{"formula": "C24H46Cl2FeN3O4Si", "method": "the ωB97M-V functional and the def2-TZVPD basis", "symbols": ["C", "C", "H", "H", "H", "C", "C", "H", "H", "H", "H", "Fe", "Cl", "C", "O", "N", "C", "C", "H", "H", "H", "H", "H", "H", "H", "H", "H", "C", "C", "N", "H", "C", "O", "H", "H", "H", "H", "H", "H", "C", "C", "N", "H", "C", "O", "H", "H", "H", "H", "O", "C", "C", "C", "H", "C", "H", "C", "H", "C", "C", "H", "H", "H", "Si", "Cl", "C", "C", "C", "H", "H", "H", "H", "H", "H", "H", "H", "H", "C", "H", "H", "H"], "coordinates": [[-1.5649, -0.4804, -4.2709], [-1.0982, -1.7549, -3.6444], [-1.1616, -0.3522, -5.2799], [-1.2689, 0.3839, -3.6511], [-2.6660, -0.4765, -4.3450], [-0.5831, -2.8025, -4.3038], [-0.3636, -2.8918, -5.7782], [-0.3232, -3.7077, -3.7469], [-0.5083, -1.9420, -6.3044], [-1.0426, -3.6293, -6.2267], [0.6516, -3.2484, -5.9918], [-0.0861, 0.4208, -0.1651], [-0.4884, 2.0449, -1.6363], [-0.5187, -2.1566, 1.6041], [0.2674, -1.2557, 1.2112], [-0.1233, -3.2155, 2.3132], [1.2740, -3.4053, 2.6839], [-1.0682, -4.2364, 2.7462], [-1.5993, -2.1210, 1.3794], [1.8490, -2.5165, 2.4111], [1.6850, -4.2899, 2.1730], [1.3344, -3.5818, 3.7660], [-2.0582, -3.9991, 2.3448], [-1.1163, -4.2682, 3.8437], [-0.7631, -5.2257, 2.3807], [0.6717, 2.8795, 4.6378], [-1.1841, 4.4749, 4.1024], [1.0450, 2.9824, 3.6113], [-0.8289, 4.5344, 3.0662], [-0.0606, 3.3415, 2.7324], [1.4816, 2.0434, 3.2643], [-0.3141, 2.6189, 1.6537], [0.3640, 1.5831, 1.3806], [-1.6861, 4.6004, 2.3862], [-1.1457, 2.9372, 1.0066], [1.8005, 3.7789, 3.6023], [-0.2116, 5.4373, 2.9589], [1.3266, -0.1500, -3.7845], [2.2542, -2.7485, -3.2142], [2.2471, 0.1435, -3.2584], [3.0911, -2.1458, -2.8301], [2.6284, -0.8779, -2.2926], [2.0847, 1.1032, -2.7540], [2.4074, -0.7530, -0.9805], [2.0312, 0.3084, -0.4299], [3.5896, -2.6976, -2.0253], [2.5770, -1.6826, -0.4019], [3.0558, 0.2224, -3.9951], [3.7916, -1.9519, -3.6491], [-0.2475, -0.9338, -1.6365], [-1.2193, -1.7692, -2.1175], [0.1421, -3.6975, -1.1848], [-1.1057, -3.1408, -1.4585], [1.0367, -3.0952, -1.3744], [0.2337, -5.0082, -0.7106], [-2.2237, -1.3520, -1.8952], [-2.2746, -3.8415, -1.1571], [1.2160, -5.4569, -0.5684], [-0.9353, -5.7309, -0.4555], [-2.1888, -5.1392, -0.6504], [-3.2348, -3.3653, -1.3627], [-0.8654, -6.7670, -0.1070], [-3.0989, -5.6984, -0.4263], [-0.3843, 5.4921, -2.7116], [-0.6300, 3.9309, -4.1303], [1.4513, 5.7020, -2.4282], [-1.4832, 5.2229, -1.2401], [-0.9668, 7.0447, -3.6132], [1.9480, 4.7355, -2.3030], [1.6538, 6.3246, -1.5470], [1.8830, 6.2107, -3.3016], [-0.2711, 7.2647, -4.4356], [-1.0002, 7.9221, -2.9497], [-1.9668, 6.8944, -4.0392], [-1.3058, 4.2417, -0.7851], [-2.5386, 5.2679, -1.5491], [-1.3130, 6.0068, -0.4908], [-2.1115, 0.3939, 0.4549], [-2.6172, -0.5064, 0.0873], [-2.5621, 1.2988, 0.0157], [-2.1733, 0.4344, 1.5522]], "lowdin_charge": [-0.051, -0.229, 0.059, 0.037, 0.089, -0.137, -0.117, 0.096, 0.055, 0.065, 0.060, 0.292, 0.137, -0.260, -0.056, -0.175, -0.037, -0.057, 0.136, 0.087, 0.084, 0.083, 0.088, 0.082, 0.077, 0.086, 0.084, -0.031, -0.047, -0.178, 0.091, -0.260, -0.118, 0.091, 0.110, 0.089, 0.087, 0.088, 0.078, -0.030, -0.061, -0.174, 0.070, -0.308, -0.084, 0.084, 0.134, 0.079, 0.082, -0.309, -0.411, -0.042, -0.173, 0.091, -0.096, 0.129, -0.033, 0.094, -0.136, -0.106, 0.117, 0.091, 0.093, 0.121, 0.218, -0.217, -0.242, -0.241, 0.025, 0.026, 0.025, 0.020, 0.024, 0.021, -0.063, 0.039, 0.024, -0.272, -0.060, -0.069, -0.058], "orbital_gap_ev": [3.98, 4.66], "charge": -1, "max_force_ev_per_a": 3.848, "multiplicity": 5}

{"formula": "CH5N3S", "method": "the ωB97M-V functional and the def2-TZVPD basis", "symbols": ["C", "H", "H", "H", "H", "H", "N", "N", "N", "S"], "coordinates": [[-0.3418, -0.2417, 0.2213], [0.2000, -2.2862, -0.9699], [1.2380, -1.5633, -2.0110], [-0.8824, -1.1603, 0.5971], [-1.5575, 0.9707, 1.3315], [0.6559, 2.6851, 1.4535], [0.9286, -1.5974, -1.0733], [0.5305, -0.2685, -0.7400], [-0.6918, 0.9741, 0.8102], [-0.0794, 2.4874, 0.3805]], "nbo_charge": [0.197, 0.328, 0.355, 0.159, 0.393, 0.092, -0.660, -0.304, -0.777, 0.219], "relative_energy_kcal_mol": 35.2, "orbital_gap_ev": 8.91, "charge": 0, "max_force_ev_per_a": 2.702}